1.
Here is a cluster of 3 separate species, C21H35FN2O6S2 in total from the OMol25 dataset. Energies are from ωB97M-V/def2-TZVPD.

Computed properties:
HOMO energy ... -9.8 eV
Multiplicity ... 1
Frontier orbital gap ... 9.48 eV
DFT total energy ... -61987.1411 eV
Relative energy (zero: lowest compared OMol25 entry of this formula, charge and spin) ... 814.2 kJ/mol
SMILES string ... CC(=O)OCCCCC[C@H](C#N)[C@@H](C#N)[C@H](C)F.O=S1(=O)CCCC1.O=S1(=O)CCCC1

Cartesian coordinates (Å):
C  -0.3533  -1.2904  -2.0980
C  0.7811  -0.4213  -1.2718
O  1.0002  -0.6084  0.0553
O  1.6083  0.5513  -2.0047
C  0.6372  1.5403  -2.5705
C  1.3154  3.0633  -2.7051
C  0.4752  3.9620  -3.7880
C  -0.7726  4.8213  -3.1634
C  -1.8387  3.9554  -2.2684
C  -2.6774  2.8144  -3.0948
C  -2.6420  2.9979  -4.7381
N  -2.3724  2.7932  -6.0113
C  -4.2839  3.0058  -2.6701
C  -4.8937  4.0947  -3.7430
N  -5.3146  4.9416  -4.6494
C  -5.1071  1.5904  -2.5861
C  -5.7699  1.0848  -3.9974
F  -6.1412  1.7625  -1.5046
H  -0.8652  -2.1282  -1.4342
H  0.1311  -1.7854  -3.0591
H  -1.2044  -0.5518  -2.4447
H  -0.2334  1.6078  -1.7856
H  0.2807  1.1316  -3.6149
H  1.4396  3.5917  -1.6517
H  2.3838  2.8642  -3.1976
H  0.1453  3.2389  -4.6715
H  1.2321  4.7505  -4.2586
H  -0.2901  5.6260  -2.4257
H  -1.3485  5.4734  -3.9796
H  -2.5903  4.7496  -1.7896
H  -1.3003  3.4538  -1.3331
H  -2.3848  1.7223  -2.7421
H  -4.3795  3.5191  -1.5980
H  -4.3621  0.7405  -2.2219
H  -6.5468  0.2249  -3.7112
H  -6.3868  1.8913  -4.5780
H  -4.9676  0.6335  -4.7200
O  5.4166  -4.4367  0.1742
S  5.7871  -3.3457  1.0509
O  7.1594  -2.9054  1.2038
C  4.7725  -1.9349  0.6564
C  3.5373  -2.1051  1.5282
C  4.0539  -2.5456  2.8970
C  5.0841  -3.6496  2.6649
H  4.5466  -1.9238  -0.4112
H  5.3290  -1.0345  0.9334
H  2.9591  -1.1786  1.5912
H  2.8870  -2.8831  1.1107
H  4.5317  -1.6946  3.3976
H  3.2419  -2.8928  3.5435
H  5.8767  -3.6248  3.4169
H  4.6155  -4.6375  2.6499
O  0.7675  -3.2004  3.2121
S  0.9987  -3.1867  4.6412
O  2.2581  -3.6003  5.2271
C  0.5786  -1.5714  5.2656
C  -0.9045  -1.6686  5.5911
C  -1.0912  -3.0238  6.2717
C  -0.3375  -4.0616  5.4416
H  0.8051  -0.8106  4.5167
H  1.1696  -1.3980  6.1699
H  -1.2302  -0.8440  6.2319
H  -1.4948  -1.6342  4.6676
H  -0.6703  -2.9847  7.2838
H  -2.1494  -3.2868  6.3664
H  0.0732  -4.8570  6.0686
H  -0.9748  -4.4916  4.6640

Forces on atoms 1 to 2 (eV/Å):
C 0.06 0.31 -0.08
C 1.54 -1.07 5.84

2.
Here is a structure of composition C21H35GeHfN4O2S4Se from the OMol25 dataset. Energies are from ωB97M-V/def2-TZVPD.

Computed properties:
HOMO energy ... -15.9 eV
Multiplicity ... 1
Frontier orbital gap ... 6.56 eV
DFT total energy ... -198887.7411 eV
Relative energy (zero: lowest compared OMol25 entry of this formula, charge and spin) ... 32.1 kJ/mol
Charge ... +3

Cartesian coordinates (Å):
Hf  -0.0434  0.6834  0.1465
C  3.4454  1.9711  0.1505
C  2.8780  3.1472  0.9185
S  1.0567  3.2182  0.7451
C  0.4836  3.5851  2.4339
C  0.7599  2.5152  3.4751
S  0.2115  0.8367  2.9793
C  1.7384  -0.1525  3.1996
C  2.9640  0.2726  2.4104
S  2.7291  0.3494  0.5870
H  3.2378  2.0587  -0.9171
H  4.5249  1.9014  0.2829
H  3.1420  3.1336  1.9736
H  3.2712  4.0702  0.4926
H  0.9397  4.5270  2.7396
H  -0.5866  3.7577  2.3109
H  1.8159  2.4439  3.7286
H  0.2223  2.7648  4.3898
H  1.9775  -0.1254  4.2637
H  1.4370  -1.1726  2.9562
H  3.3470  1.2377  2.7300
H  3.7494  -0.4633  2.5868
N  -2.7796  3.9047  -6.9116
C  -2.3635  3.3862  -5.7586
C  -0.9752  3.2769  -5.4766
C  -0.5434  2.7551  -4.2935
C  -1.4984  2.3239  -3.3572
C  -2.8811  2.3957  -3.6109
C  -3.3008  2.9231  -4.7948
S  -1.0030  1.6413  -1.8878
O  0.4835  1.3656  -1.7844
O  -1.2704  2.3838  -0.6183
N  -1.5163  0.1701  -1.4786
C  -2.5573  0.0316  -0.5673
N  -2.1306  0.1112  0.7217
C  -3.0327  -0.1660  1.6802
C  -4.3279  -0.4984  1.3640
C  -4.6770  -0.4772  0.0142
N  -3.7901  -0.2059  -0.9404
H  -2.1259  4.2276  -7.6054
H  -3.7603  4.0061  -7.1146
H  -0.2573  3.6116  -6.2136
H  0.5126  2.6737  -4.0711
H  -3.5948  2.0303  -2.8818
H  -4.3583  2.9816  -5.0168
H  -2.6883  -0.0969  2.7044
H  -5.0413  -0.7465  2.1357
H  -5.6890  -0.6746  -0.3197
C  1.3692  -3.8764  3.7143
Ge  1.1967  -4.5178  1.8627
C  -0.6505  -4.9998  1.4127
C  2.5391  -5.8486  1.3625
C  1.6884  -2.9087  0.6728
Se  0.1015  -1.9450  0.0227
C  0.3455  -2.2790  -1.8894
H  1.3322  -4.7331  4.3876
H  0.5529  -3.2083  3.9949
H  2.3281  -3.3800  3.8701
H  -0.8729  -5.9844  1.8238
H  -0.7966  -5.0484  0.3330
H  -1.3629  -4.2912  1.8358
H  2.4486  -6.7346  1.9899
H  3.5419  -5.4421  1.4926
H  2.4102  -6.1536  0.3244
H  2.1923  -3.2781  -0.2193
H  2.3610  -2.2128  1.1684
H  0.4880  -3.3503  -2.0030
H  1.2107  -1.7358  -2.2589
H  -0.5584  -1.9672  -2.3980

Forces on atoms 1 to 2 (eV/Å):
Hf 2.03 0.77 3.13
C -0.10 -0.15 0.10

3.
Here is a structure of composition C21H35N2O4PTb from the OMol25 dataset. Energies are from ωB97M-V/def2-TZVPD.

Computed properties:
HOMO energy (alpha / beta) ... -16.7 / -16.7 eV
Multiplicity ... 7
⟨S²⟩ ... 13.02
Frontier orbital gap (alpha / beta) ... 5.88 / 5.03 eV
DFT total energy ... -65207.5434 eV
Charge ... +3

Cartesian coordinates (Å):
C  -0.0633  1.6557  2.4242
C  0.3719  0.3086  3.0403
P  -0.8642  -1.0055  2.7867
C  -2.4118  -0.5192  3.5970
C  -1.1904  -1.2572  0.9620
C  -1.6833  -2.6998  0.7472
C  -0.5953  -3.6784  0.2578
O  -0.9487  -4.7100  -0.3349
C  0.8800  -3.3681  0.4872
C  1.3647  -3.3898  1.8047
C  2.7159  -3.1101  2.0616
C  3.5619  -2.7981  0.9876
C  3.0910  -2.7846  -0.3355
C  1.7345  -3.0676  -0.5800
O  -2.1042  -0.2435  0.7100
C  -2.7556  -0.1810  -0.5618
C  -1.8791  -0.2363  -1.8096
N  -1.0331  0.9340  -2.0748
C  -0.2407  0.6454  -3.2832
C  0.3599  1.9282  -3.8809
C  0.9963  2.8516  -2.8132
C  2.1298  2.0845  -2.1481
C  2.8239  2.8125  -1.0040
N  3.7090  1.7984  -0.3480
C  -3.5403  1.1448  -0.5082
C  -4.0325  1.2783  0.9375
O  -5.0128  0.7053  1.3733
O  -3.2471  2.0531  1.7697
H  -0.6023  2.2559  3.1484
H  0.8376  2.2109  2.1657
H  -0.6731  1.5376  1.5320
H  1.3369  -0.0615  2.6936
H  0.4567  0.4281  4.1208
H  -2.4479  0.5584  3.7405
H  -2.4302  -0.9845  4.5852
H  -3.2655  -0.9129  3.0523
H  -0.2322  -1.0561  0.4667
H  -2.0024  -3.1160  1.7073
H  -2.5443  -2.7782  0.0936
H  0.7177  -3.6439  2.6349
H  3.0786  -3.1354  3.0787
H  4.6146  -2.5924  1.1670
H  3.7399  -2.5585  -1.1703
H  1.3822  -3.0644  -1.6020
H  -3.5157  -0.9518  -0.6936
H  -1.2279  -1.1118  -1.8565
H  -2.5890  -0.3457  -2.6381
H  -1.6162  1.7086  -2.3721
H  0.5857  -0.0364  -3.0809
H  -0.8817  0.2178  -4.0584
H  1.1762  1.6870  -4.5566
H  -0.3982  2.5102  -4.3994
H  0.2378  3.1810  -2.1088
H  1.4330  3.7197  -3.3015
H  1.7953  1.1282  -1.7312
H  2.8640  1.8297  -2.9167
H  3.4214  3.6522  -1.3456
H  2.0744  3.1878  -0.3113
H  3.0877  1.0411  -0.0413
H  4.1550  2.1855  0.4918
H  -4.3922  1.1211  -1.1770
H  -2.9083  2.0089  -0.6999
H  -3.0176  2.8700  1.3118
Tb  5.6137  0.1588  -0.1935

Forces on atoms 1 to 2 (eV/Å):
C 0.31 -0.11 -0.20
C -0.21 -0.24 0.40

Repeat the first record exactly.
Here is a cluster of 3 separate species, C21H35FN2O6S2 in total from the OMol25 dataset. Energies are from ωB97M-V/def2-TZVPD.

Computed properties:
HOMO energy ... -9.8 eV
Multiplicity ... 1
Frontier orbital gap ... 9.48 eV
DFT total energy ... -61987.1411 eV
Relative energy (zero: lowest compared OMol25 entry of this formula, charge and spin) ... 814.2 kJ/mol
SMILES string ... CC(=O)OCCCCC[C@H](C#N)[C@@H](C#N)[C@H](C)F.O=S1(=O)CCCC1.O=S1(=O)CCCC1

Cartesian coordinates (Å):
C  -0.3533  -1.2904  -2.0980
C  0.7811  -0.4213  -1.2718
O  1.0002  -0.6084  0.0553
O  1.6083  0.5513  -2.0047
C  0.6372  1.5403  -2.5705
C  1.3154  3.0633  -2.7051
C  0.4752  3.9620  -3.7880
C  -0.7726  4.8213  -3.1634
C  -1.8387  3.9554  -2.2684
C  -2.6774  2.8144  -3.0948
C  -2.6420  2.9979  -4.7381
N  -2.3724  2.7932  -6.0113
C  -4.2839  3.0058  -2.6701
C  -4.8937  4.0947  -3.7430
N  -5.3146  4.9416  -4.6494
C  -5.1071  1.5904  -2.5861
C  -5.7699  1.0848  -3.9974
F  -6.1412  1.7625  -1.5046
H  -0.8652  -2.1282  -1.4342
H  0.1311  -1.7854  -3.0591
H  -1.2044  -0.5518  -2.4447
H  -0.2334  1.6078  -1.7856
H  0.2807  1.1316  -3.6149
H  1.4396  3.5917  -1.6517
H  2.3838  2.8642  -3.1976
H  0.1453  3.2389  -4.6715
H  1.2321  4.7505  -4.2586
H  -0.2901  5.6260  -2.4257
H  -1.3485  5.4734  -3.9796
H  -2.5903  4.7496  -1.7896
H  -1.3003  3.4538  -1.3331
H  -2.3848  1.7223  -2.7421
H  -4.3795  3.5191  -1.5980
H  -4.3621  0.7405  -2.2219
H  -6.5468  0.2249  -3.7112
H  -6.3868  1.8913  -4.5780
H  -4.9676  0.6335  -4.7200
O  5.4166  -4.4367  0.1742
S  5.7871  -3.3457  1.0509
O  7.1594  -2.9054  1.2038
C  4.7725  -1.9349  0.6564
C  3.5373  -2.1051  1.5282
C  4.0539  -2.5456  2.8970
C  5.0841  -3.6496  2.6649
H  4.5466  -1.9238  -0.4112
H  5.3290  -1.0345  0.9334
H  2.9591  -1.1786  1.5912
H  2.8870  -2.8831  1.1107
H  4.5317  -1.6946  3.3976
H  3.2419  -2.8928  3.5435
H  5.8767  -3.6248  3.4169
H  4.6155  -4.6375  2.6499
O  0.7675  -3.2004  3.2121
S  0.9987  -3.1867  4.6412
O  2.2581  -3.6003  5.2271
C  0.5786  -1.5714  5.2656
C  -0.9045  -1.6686  5.5911
C  -1.0912  -3.0238  6.2717
C  -0.3375  -4.0616  5.4416
H  0.8051  -0.8106  4.5167
H  1.1696  -1.3980  6.1699
H  -1.2302  -0.8440  6.2319
H  -1.4948  -1.6342  4.6676
H  -0.6703  -2.9847  7.2838
H  -2.1494  -3.2868  6.3664
H  0.0732  -4.8570  6.0686
H  -0.9748  -4.4916  4.6640

Forces on atoms 1 to 2 (eV/Å):
C 0.06 0.31 -0.08
C 1.54 -1.07 5.84

- Look up the multiplicity of the third one.
  7

- Number 1 is which compound?
  C21H35FN2O6S2